# 1
The following is a quantum chemistry calculation of a 2-piece molecular cluster, C7H13N2 overall, from the OMol25 dataset.

Values from the calculation:
E (Ha): -383.70315
HOMO-LUMO gap (eV): 7.79
Lowest unoccupied orbital energy (eV): -5.073
F_max (eV Å⁻¹): 3.74
Relative energy (zero: lowest compared OMol25 entry of this formula, charge and spin) (kJ/mol): 299.4
Highest occupied orbital energy (eV): -12.86

The geometry in ORCA input format:
```
! RIJCOSX wB97M-V def2-TZVPD def2/J DEFGRID3
* xyz 1 1
C 3.20 -0.20 -0.62
C 1.99 0.14 -1.18
C 1.69 0.12 0.98
C -1.39 -1.69 0.85
C -1.73 1.82 -0.99
C -1.83 -0.18 0.68
C -1.37 0.46 -0.58
N 2.96 -0.25 0.72
N 1.14 0.38 -0.18
H 4.09 -0.77 -1.00
H 1.56 0.27 -2.14
H 1.20 0.27 1.99
H -1.98 -2.11 1.69
H -0.25 -1.77 0.80
H -1.76 -2.22 -0.05
H -0.95 2.11 -1.67
H -2.58 1.47 -1.56
H -2.04 2.45 -0.19
H -2.96 -0.27 0.73
H -1.44 0.45 1.60
H -1.18 -0.21 -1.35
H 3.62 -0.27 1.45
*
```

Partial atomic charges computed with the natural (NBO) method, in multiples of e: -0.07, -0.09, 0.16, -0.61, -0.70, -0.56, 0.41, -0.48, -0.46, 0.25, 0.22, 0.23, 0.25, 0.23, 0.21, 0.28, 0.29, 0.25, 0.30, 0.26, 0.19, 0.43

# 2
The following is a quantum chemistry calculation of a 2-piece molecular cluster, C4H10P2 overall, from the OMol25 dataset.

Values from the calculation:
E (Ha): -840.94187
HOMO-LUMO gap (eV): 7.80
Lowest unoccupied orbital energy (eV): -0.393
F_max (eV Å⁻¹): 2.93
Relative energy (zero: lowest compared OMol25 entry of this formula, charge and spin) (kJ/mol): 243.3
Highest occupied orbital energy (eV): -8.19

The geometry in ORCA input format:
```
! RIJCOSX wB97M-V def2-TZVPD def2/J DEFGRID3
* xyz 0 1
C -0.78 0.36 -0.78
C -1.78 0.76 0.33
C -0.41 -1.03 -0.74
C 1.25 -1.08 0.74
P -0.18 1.67 -1.68
P 1.31 0.68 1.26
H -1.96 -0.07 1.09
H -1.33 1.60 0.96
H -2.68 1.07 -0.13
H 0.05 -1.53 -1.61
H -1.10 -1.66 -0.19
H 0.83 -1.58 1.67
H 2.10 -1.65 0.25
H 0.30 0.80 -2.84
H 1.77 1.25 0.05
H 2.61 0.41 1.59
*
```

Partial atomic charges computed with the natural (NBO) method, in multiples of e: -0.40, -0.67, -0.39, -0.67, 0.37, 0.31, 0.21, 0.24, 0.23, 0.22, 0.21, 0.21, 0.22, -0.04, -0.02, -0.02

# 3
The following is a quantum chemistry calculation of an isolated ion of composition C4H9N3S and charge +2, from the OMol25 dataset.

Values from the calculation:
E (Ha): -719.51396
HOMO-LUMO gap (eV): 9.93
Lowest unoccupied orbital energy (eV): -9.887
F_max (eV Å⁻¹): 4.76
Relative energy (zero: lowest compared OMol25 entry of this formula, charge and spin) (kJ/mol): 213.7
Highest occupied orbital energy (eV): -19.82

The geometry in ORCA input format:
```
! RIJCOSX wB97M-V def2-TZVPD def2/J DEFGRID3
* xyz 2 1
C 0.85 -2.20 0.22
C -0.86 -0.47 0.36
C -2.24 -0.07 0.33
C 2.62 0.95 -0.54
N 1.88 -1.51 0.38
N -0.50 -1.78 0.39
N 0.10 0.50 0.33
S 1.75 0.31 0.84
H 1.21 -3.26 0.02
H -2.98 -0.86 0.25
H -2.51 0.50 -0.70
H -2.58 0.75 0.90
H 3.75 1.09 -0.36
H 2.18 1.90 -0.89
H 2.54 0.26 -1.33
H -1.34 -2.42 0.52
H -0.14 1.32 -0.19
*
```

Partial atomic charges computed with the natural (NBO) method, in multiples of e: 0.27, 0.62, -0.76, -0.85, -0.43, -0.55, -0.73, 1.26, 0.32, 0.30, 0.34, 0.33, 0.35, 0.30, 0.29, 0.50, 0.46

# 4
The following is a quantum chemistry calculation of a 2-piece molecular cluster, C4H12O2 overall, from the OMol25 dataset.

Values from the calculation:
E (Ha): -309.99950
HOMO-LUMO gap (eV): 10.36
Lowest unoccupied orbital energy (eV): 0.775
F_max (eV Å⁻¹): 2.86
Relative energy (zero: lowest compared OMol25 entry of this formula, charge and spin) (kJ/mol): 192.8
Highest occupied orbital energy (eV): -9.58
Structure (SMILES): CCOCC.O

The geometry in ORCA input format:
```
! RIJCOSX wB97M-V def2-TZVPD def2/J DEFGRID3
* xyz 0 1
C 2.23 0.92 0.45
C 0.89 0.27 0.79
O 0.10 0.57 -0.30
C -1.16 -0.07 -0.17
C -2.16 0.60 -1.19
H 2.21 2.02 0.45
H 2.56 0.57 -0.54
H 2.97 0.58 1.20
H 0.95 -0.83 0.90
H 0.49 0.68 1.73
H -1.12 -1.16 -0.34
H -1.50 0.10 0.87
H -1.95 1.69 -1.19
H -3.22 0.45 -0.94
H -1.97 0.20 -2.20
O -0.08 -2.26 0.41
H 0.88 -2.43 0.55
H -0.13 -1.88 -0.50
*
```

Partial atomic charges computed with the natural (NBO) method, in multiples of e: -0.62, -0.07, -0.55, -0.04, -0.63, 0.21, 0.21, 0.20, 0.17, 0.16, 0.15, 0.17, 0.22, 0.21, 0.20, -0.92, 0.47, 0.47

# 5
The following is a quantum chemistry calculation of C44H102Cl8O3S3 as an isolated structure, from the OMol25 dataset.

Values from the calculation:
E (Ha): -6838.93998
HOMO-LUMO gap (alpha / beta) (eV): 7.63 / 2.64
Lowest unoccupied orbital energy (alpha / beta) (eV): -2.926 / -7.913
F_max (eV Å⁻¹): 2.88
⟨S²⟩: 0.757
Highest occupied orbital energy (alpha / beta) (eV): -10.56 / -10.56

The geometry in ORCA input format:
```
! RIJCOSX wB97M-V def2-TZVPD def2/J DEFGRID3
* xyz 1 2
C 4.34 -0.92 -4.04
S 3.40 0.35 -3.11
O 4.09 1.67 -3.30
C 1.85 0.35 -4.10
H 4.49 -0.70 -5.09
H 3.77 -1.84 -3.91
H 5.35 -0.94 -3.62
H 2.13 0.70 -5.09
H 1.12 1.03 -3.65
H 1.28 -0.59 -4.10
C -2.44 0.65 -4.13
S -3.80 0.79 -5.28
O -3.47 -0.19 -6.42
C -5.12 0.13 -4.13
H -2.21 -0.37 -3.81
H -2.85 1.20 -3.29
H -1.58 1.22 -4.48
H -4.88 -0.82 -3.65
H -6.08 -0.13 -4.56
H -5.28 0.85 -3.33
C -0.07 -0.76 0.93
S 0.40 -0.07 -0.69
O -0.79 0.63 -1.41
C 1.27 1.41 0.02
H 0.79 -1.17 1.46
H -0.85 -1.51 0.78
H -0.53 0.03 1.54
H 1.66 2.03 -0.79
H 2.18 1.18 0.57
H 0.55 1.99 0.60
C 5.28 4.63 -1.30
Cl 5.11 6.25 -0.72
Cl 3.83 3.64 -1.03
Cl 5.49 4.75 -3.05
Cl 6.67 3.94 -0.57
C -3.51 3.10 1.15
Cl -3.79 2.45 -0.50
Cl -1.85 3.72 0.98
Cl -4.51 4.47 1.61
Cl -3.54 1.84 2.41
C -0.40 -3.94 5.59
C -0.06 -4.93 4.49
C -1.02 -5.09 3.38
C -0.74 -6.23 2.37
C -1.71 -6.35 1.18
C -1.53 -5.23 0.23
H -0.34 -2.92 5.22
H 0.28 -4.01 6.44
H -1.40 -4.05 6.02
H 0.91 -4.66 4.08
H 0.10 -5.92 4.92
H -1.15 -4.14 2.86
H -2.01 -5.33 3.77
H 0.35 -6.28 2.26
H -0.96 -7.19 2.85
H -1.50 -7.31 0.71
H -2.74 -6.29 1.51
H -2.35 -5.38 -0.47
H -1.48 -4.22 0.65
H -0.67 -5.49 -0.39
C -0.86 1.48 5.89
C -0.59 1.75 4.40
C 0.88 1.86 3.96
C 1.57 3.15 4.45
C 2.92 3.35 3.71
C 3.70 4.61 3.98
H -0.47 2.28 6.52
H -0.31 0.58 6.20
H -1.89 1.24 6.13
H -1.11 0.97 3.84
H -1.11 2.66 4.11
H 1.05 1.66 2.90
H 1.42 1.04 4.41
H 0.97 4.01 4.15
H 1.70 3.31 5.52
H 3.40 2.39 3.87
H 2.71 3.39 2.63
H 4.43 4.66 3.18
H 3.23 5.59 3.90
H 4.22 4.58 4.93
C -3.43 -1.17 -1.19
C -4.67 -1.88 -0.82
C -5.79 -1.01 -0.33
C -7.23 -1.63 -0.27
C -8.21 -0.72 0.49
C -7.82 -0.48 1.96
H -3.57 -0.09 -1.29
H -3.09 -1.47 -2.18
H -2.61 -1.33 -0.48
H -4.99 -2.31 -1.77
H -4.58 -2.72 -0.13
H -5.88 -0.15 -1.00
H -5.50 -0.57 0.63
H -7.68 -1.95 -1.21
H -7.16 -2.57 0.29
H -8.24 0.25 -0.01
H -9.23 -1.11 0.54
H -6.87 -0.04 2.23
H -8.56 0.20 2.38
H -7.84 -1.46 2.44
C -1.75 -3.38 -6.29
C -0.98 -3.90 -5.08
C 0.43 -3.34 -5.22
C 1.37 -3.82 -4.11
C 0.80 -3.38 -2.69
C 1.88 -3.38 -1.52
H -2.78 -3.74 -6.34
H -1.20 -3.72 -7.16
H -1.80 -2.29 -6.28
H -1.51 -3.64 -4.16
H -0.86 -4.98 -5.04
H 0.36 -2.25 -5.16
H 0.87 -3.52 -6.20
H 1.51 -4.90 -4.09
H 2.38 -3.44 -4.27
H 0.45 -2.35 -2.82
H -0.06 -4.02 -2.52
H 1.32 -3.18 -0.61
H 2.44 -4.32 -1.49
H 2.50 -2.52 -1.77
C -0.37 4.29 -4.00
C 0.27 5.44 -3.25
C 0.37 5.23 -1.77
C 0.89 6.53 -1.04
C 1.38 6.23 0.37
C 2.07 7.45 0.98
H 0.29 3.42 -3.95
H -0.60 4.65 -5.00
H -1.35 4.13 -3.55
H 1.13 5.70 -3.86
H -0.39 6.31 -3.31
H 1.08 4.45 -1.51
H -0.60 4.92 -1.38
H 1.77 6.61 -1.69
H 0.23 7.39 -1.06
H 0.55 5.93 1.00
H 2.06 5.38 0.34
H 1.39 8.31 0.97
H 2.41 7.27 2.00
H 2.90 7.73 0.33
C 2.68 -1.98 4.37
C 4.02 -1.30 4.24
C 4.37 -0.56 2.92
C 4.64 -1.57 1.74
C 4.74 -0.87 0.40
C 5.77 0.25 0.26
H 2.45 -2.36 5.37
H 2.57 -2.85 3.73
H 1.79 -1.37 4.22
H 4.05 -0.65 5.12
H 4.83 -2.01 4.38
H 5.24 0.07 3.09
H 3.52 0.07 2.66
H 5.52 -2.15 2.00
H 3.83 -2.30 1.79
H 4.89 -1.60 -0.39
H 3.77 -0.43 0.19
H 6.84 0.09 0.33
H 5.64 0.80 -0.67
H 5.55 1.06 0.96
*
```

Löwdin population analysis, charges in e, atoms 1 to 99: -0.15, 1.02, -0.34, -0.15, 0.09, 0.04, 0.08, 0.09, 0.05, 0.05, -0.30, 0.87, -0.57, -0.24, 0.04, 0.02, 0.04, 0.03, 0.06, 0.04, -0.23, 0.83, -0.56, -0.25, 0.06, 0.03, 0.05, -0.01, 0.03, 0.03, -2.07, 0.61, 0.57, 0.54, 0.60, -1.97, 0.53, 0.51, 0.57, 0.55, -0.11, -0.29, -0.24, -0.21, -0.27, -0.14, 0.06, 0.07, 0.07, 0.09, 0.12, 0.10, 0.12, 0.11, 0.10, 0.11, 0.11, 0.08, 0.06, 0.07, -0.09, -0.28, -0.21, -0.20, -0.27, -0.10, 0.07, 0.07, 0.07, 0.06, 0.08, 0.07, 0.09, 0.11, 0.12, 0.10, 0.09, 0.06, 0.07, 0.08, -0.13, -0.28, -0.22, -0.19, -0.26, -0.12, 0.01, 0.06, 0.05, 0.10, 0.11, 0.09, 0.09, 0.11, 0.10, 0.10, 0.10, 0.05, 0.07

# 6
The following is a quantum chemistry calculation of C64H59IN2O7P2SiSr as an isolated structure, from the OMol25 dataset.

Values from the calculation:
E (Ha): -4411.35186
HOMO-LUMO gap (eV): 5.18
Lowest unoccupied orbital energy (eV): 3.245
F_max (eV Å⁻¹): 4.33
Relative energy (zero: lowest compared OMol25 entry of this formula, charge and spin) (kJ/mol): 119.0
Highest occupied orbital energy (eV): -1.93

The geometry in ORCA input format:
```
! RIJCOSX wB97M-V def2-TZVPD def2/J DEFGRID3
* xyz -2 1
Sr 0.28 0.18 -0.45
O 0.59 -1.42 0.96
C 0.65 -2.47 1.65
C 1.83 -3.28 1.69
C 1.89 -4.48 2.34
C 0.78 -4.99 3.03
C -0.36 -4.22 3.08
C -0.45 -2.97 2.44
C -1.63 -2.18 2.72
N -1.82 -0.97 2.38
C -2.97 -0.28 2.90
C -3.38 0.82 1.93
N -2.28 1.72 1.60
C -1.66 2.34 2.50
C -0.51 3.20 2.24
C -0.08 4.06 3.25
C 1.07 4.82 3.13
C 1.85 4.68 1.99
C 1.45 3.84 0.97
C 0.26 3.11 1.06
O -0.10 2.33 0.03
H 2.69 -2.89 1.15
H 2.82 -5.05 2.31
H 0.83 -5.95 3.53
H -1.22 -4.57 3.64
H -2.40 -2.70 3.32
H -2.70 0.17 3.86
H -3.83 -0.95 3.08
H -4.23 1.38 2.34
H -3.69 0.36 0.99
H -1.94 2.26 3.57
H -0.68 4.12 4.15
H 1.38 5.48 3.93
H 2.79 5.22 1.90
H 2.07 3.70 0.09
O -1.70 1.00 -1.26
P -1.51 2.49 -1.22
C -0.19 3.22 -2.34
P 0.49 1.82 -3.26
O 0.98 0.71 -2.41
C 1.91 2.49 -4.17
C 1.89 3.10 -5.42
C 3.07 3.54 -6.00
C 4.28 3.38 -5.34
C 4.31 2.77 -4.09
C 3.13 2.32 -3.51
C -0.68 1.23 -4.51
C -0.84 -0.15 -4.56
C -1.64 -0.71 -5.54
C -2.28 0.11 -6.47
C -2.12 1.49 -6.41
C -1.33 2.05 -5.43
C -2.32 3.85 -0.25
C -1.68 5.06 -0.04
C -2.36 6.12 0.55
C -3.67 5.98 0.95
C -4.33 4.77 0.72
C -3.66 3.72 0.12
C -2.87 2.85 -2.60
C -3.11 4.11 -3.16
C -4.09 4.32 -4.11
C -4.89 3.26 -4.53
C -4.69 2.01 -3.98
C -3.69 1.81 -3.04
H 0.65 3.63 -1.80
H -0.58 3.96 -3.04
H 0.96 3.21 -5.96
H 3.05 4.00 -6.99
H 5.20 3.72 -5.80
H 5.25 2.63 -3.57
H 3.14 1.81 -2.55
H -0.34 -0.77 -3.82
H -1.77 -1.78 -5.58
H -2.91 -0.33 -7.23
H -2.64 2.12 -7.11
H -1.25 3.13 -5.36
H -0.65 5.19 -0.34
H -1.84 7.06 0.72
H -4.20 6.80 1.42
H -5.36 4.65 1.01
H -4.17 2.79 -0.08
H -2.52 4.96 -2.82
H -4.24 5.31 -4.52
H -5.66 3.42 -5.27
H -5.30 1.17 -4.30
H -3.52 0.82 -2.63
C -0.17 -4.55 -3.84
C 0.75 -4.70 -2.62
C -0.12 -4.71 -1.35
C 1.46 -6.05 -2.71
Si 1.85 -3.13 -2.50
O 1.05 -1.94 -1.87
C 3.54 -3.47 -1.65
C 4.00 -2.46 -0.80
C 5.25 -2.54 -0.19
C 6.07 -3.64 -0.42
C 5.64 -4.64 -1.28
C 4.39 -4.55 -1.88
C 2.51 -2.70 -4.26
C 2.52 -1.34 -4.60
C 3.08 -0.89 -5.79
C 3.65 -1.80 -6.68
C 3.66 -3.15 -6.36
C 3.11 -3.58 -5.16
H -0.89 -5.37 -3.88
H 0.40 -4.54 -4.77
H -0.73 -3.61 -3.78
H -0.91 -5.47 -1.43
H -0.58 -3.73 -1.19
H 0.47 -4.93 -0.46
H 0.73 -6.87 -2.78
H 2.08 -6.24 -1.83
H 2.10 -6.12 -3.60
H 3.35 -1.60 -0.62
H 5.57 -1.76 0.49
H 7.03 -3.72 0.07
H 6.28 -5.50 -1.48
H 4.09 -5.35 -2.55
H 2.11 -0.64 -3.89
H 3.07 0.17 -6.03
H 4.09 -1.45 -7.61
H 4.12 -3.86 -7.04
H 3.14 -4.65 -4.93
I 8.94 2.72 1.74
C 6.92 2.15 1.51
C 6.54 1.47 0.37
C 5.20 1.11 0.23
C 4.27 1.41 1.22
C 4.69 2.09 2.35
C 6.02 2.47 2.51
C 2.80 1.02 1.04
O 2.47 0.72 -0.14
O 2.08 1.07 2.05
H 7.26 1.22 -0.40
H 4.86 0.59 -0.66
H 3.95 2.31 3.12
H 6.34 3.01 3.39
*
```

Löwdin population analysis, charges in e, atoms 1 to 99: 1.62, -0.28, -0.36, -0.01, -0.12, -0.15, -0.10, -0.15, -0.13, 0.05, -0.25, -0.22, 0.04, -0.09, -0.12, -0.05, -0.10, -0.09, -0.03, -0.32, -0.40, 0.09, 0.09, 0.07, 0.09, 0.11, 0.10, 0.10, 0.11, 0.11, 0.13, 0.10, 0.09, 0.10, 0.12, -0.47, 0.68, -0.24, 0.75, -0.52, -0.24, -0.08, -0.10, -0.10, -0.07, -0.05, -0.25, -0.04, -0.06, -0.09, -0.09, -0.10, -0.26, -0.08, -0.08, -0.10, -0.08, -0.09, -0.24, -0.12, -0.11, -0.12, -0.10, -0.08, 0.07, 0.06, 0.09, 0.09, 0.09, 0.10, 0.11, 0.10, 0.10, 0.09, 0.10, 0.10, 0.11, 0.10, 0.09, 0.10, 0.11, 0.10, 0.09, 0.09, 0.10, 0.10, -0.11, -0.59, -0.10, -0.12, 0.42, -0.36, -0.18, -0.10, -0.09, -0.12, -0.12, -0.11, -0.18

# 7
The following is a quantum chemistry calculation of C40H41ClFeNOP2 as an isolated structure, from the OMol25 dataset.

Values from the calculation:
E (Ha): -4084.84309
HOMO-LUMO gap (alpha / beta) (eV): 7.42 / 2.92
Lowest unoccupied orbital energy (alpha / beta) (eV): -5.922 / -10.488
F_max (eV Å⁻¹): 3.86
⟨S²⟩: 8.790
Highest occupied orbital energy (alpha / beta) (eV): -13.34 / -13.40

The geometry in ORCA input format:
```
! RIJCOSX wB97M-V def2-TZVPD def2/J DEFGRID3
* xyz 2 6
Fe -0.30 -0.85 -0.09
Cl -0.11 -2.89 -0.89
P 0.00 -0.87 2.13
P -0.21 0.16 -2.31
C 0.16 0.55 3.27
C 1.47 -1.84 2.64
C -1.49 -1.68 2.80
C -1.79 0.30 -3.21
C 0.55 1.76 -2.77
C 0.87 -0.97 -3.27
C -0.86 0.95 4.14
C -0.67 2.03 5.00
C 0.54 2.73 5.00
C 1.58 2.32 4.16
C 1.40 1.22 3.31
H -1.81 0.42 4.17
H -1.48 2.32 5.68
H 0.67 3.59 5.66
H 2.54 2.84 4.16
H 2.23 0.87 2.70
C -2.76 -1.10 2.57
C -3.91 -1.77 2.97
C -3.80 -2.99 3.65
C -2.55 -3.54 3.92
C -1.38 -2.91 3.47
H -2.83 -0.13 2.06
H -4.89 -1.34 2.75
H -4.71 -3.52 3.96
H -2.46 -4.48 4.47
H -0.40 -3.35 3.66
C 1.93 -1.80 3.97
C 3.05 -2.54 4.35
C 3.71 -3.34 3.41
C 3.26 -3.38 2.08
C 2.16 -2.61 1.70
H 1.43 -1.18 4.72
H 3.41 -2.49 5.38
H 4.58 -3.93 3.70
H 3.76 -4.00 1.35
H 1.82 -2.63 0.66
C 1.79 1.85 -3.44
C 2.33 3.10 -3.75
C 1.65 4.27 -3.39
C 0.41 4.18 -2.75
C -0.13 2.94 -2.45
H 2.33 0.96 -3.72
H 3.28 3.15 -4.28
H 2.08 5.24 -3.63
H -0.14 5.09 -2.49
H -1.12 2.88 -1.98
C -2.92 -0.35 -2.69
C -4.15 -0.25 -3.34
C -4.28 0.52 -4.50
C -3.16 1.19 -5.02
C -1.92 1.07 -4.38
H -2.84 -0.94 -1.78
H -5.02 -0.77 -2.95
H -5.24 0.61 -5.00
H -3.26 1.80 -5.93
H -1.07 1.61 -4.81
C 0.47 -1.49 -4.50
C 1.30 -2.40 -5.17
C 2.50 -2.82 -4.59
C 2.90 -2.30 -3.35
C 2.11 -1.34 -2.72
H -0.48 -1.20 -4.95
H 1.00 -2.79 -6.15
H 3.14 -3.56 -5.10
H 3.83 -2.64 -2.88
H 2.45 -0.90 -1.78
H -1.89 -0.70 0.21
H -1.65 -1.52 0.44
C 1.88 4.96 0.78
N 0.81 3.98 0.91
C -0.47 4.42 1.42
C 0.95 2.70 0.49
C 2.31 2.26 0.03
O -0.04 1.94 0.48
H 1.52 5.90 1.20
H 2.15 5.10 -0.27
H 2.77 4.63 1.33
H -0.84 5.28 0.83
H -1.21 3.61 1.36
H -0.38 4.74 2.47
H 3.10 2.52 0.76
H 2.28 1.17 -0.10
H 2.57 2.72 -0.94
*
```

Partial atomic charges computed with the Löwdin method, in multiples of e: 0.10, 0.21, 1.04, 1.05, -0.27, -0.35, -0.38, -0.36, -0.37, -0.43, -0.01, 0.02, 0.02, -0.01, -0.05, 0.11, 0.14, 0.14, 0.13, 0.13, -0.15, -0.05, -0.04, -0.04, -0.05, 0.11, 0.12, 0.12, 0.12, 0.11, -0.08, -0.04, -0.03, -0.03, -0.09, 0.12, 0.12, 0.12, 0.12, 0.02, -0.08, -0.06, -0.07, -0.07, -0.11, 0.10, 0.12, 0.12, 0.12, 0.12, -0.10, -0.06, -0.06, -0.05, -0.08, 0.07, 0.11, 0.12, 0.12, 0.12, -0.06, -0.05, -0.06, -0.07, -0.17, 0.11, 0.12, 0.12, 0.11, 0.09, 0.06, 0.02, -0.03, -0.14, -0.03, -0.51, 0.01, -0.10, 0.10, 0.10, 0.09, 0.10, 0.09, 0.09, 0.09, 0.07, 0.09